No. 1
{"formula": "C23H48NO5", "method": "ωB97M-V with the def2-TZVPD basis set", "multiplicity": 2, "largest_force_ev_per_a": 1.15, "elements": ["O", "C", "C", "H", "H", "H", "H", "H", "H", "H", "C", "C", "H", "C", "O", "H", "C", "C", "H", "C", "H", "C", "H", "H", "H", "H", "H", "H", "H", "H", "H", "H", "H", "O", "H", "H", "C", "H", "C", "H", "H", "H", "H", "C", "H", "O", "C", "C", "H", "C", "C", "H", "H", "H", "C", "H", "H", "H", "H", "H", "H", "H", "N", "C", "C", "O", "H", "C", "C", "C", "H", "H", "H", "H", "C", "H", "H"], "xyz": [[0.252, 3.032, 5.814], [-0.076, 1.955, 3.664], [0.511, 3.363, -3.247], [2.102, 3.656, 5.090], [-3.381, -1.139, 2.988], [-2.882, -2.983, 5.375], [0.654, 3.693, -2.222], [2.751, 0.410, 0.518], [1.340, 2.870, -0.274], [1.582, -2.125, -3.525], [0.884, 1.883, -3.450], [1.692, 0.963, -1.253], [-0.652, 2.052, 2.737], [-3.347, -2.747, 4.413], [-3.046, -3.747, 3.454], [-0.381, 1.027, 4.156], [-2.912, -1.376, 3.948], [-0.374, 0.983, -3.213], [3.570, 1.669, -0.402], [-1.893, -4.505, 3.771], [1.159, 3.986, -3.866], [-0.502, -1.562, -3.198], [-3.034, -0.715, -2.564], [-1.044, -3.864, 4.020], [-2.093, -5.181, 4.610], [3.094, 1.130, 3.845], [1.176, 4.879, 6.001], [0.750, -3.801, -6.852], [-4.433, -2.743, 4.554], [0.780, -0.833, -0.532], [0.066, -1.508, 2.578], [-3.242, -0.633, 4.681], [-1.441, -2.258, 2.013], [2.971, 0.862, -3.173], [2.184, 2.360, -5.124], [0.487, 2.144, -5.518], [0.844, 1.912, -0.422], [1.784, -0.065, 3.759], [1.045, -0.404, -1.500], [3.606, -0.039, -0.944], [-0.514, -3.808, -4.246], [-1.128, 0.037, -0.290], [-0.149, 2.097, -0.830], [2.040, 0.958, 4.056], [-0.939, -3.776, -6.468], [-1.499, -1.277, 3.851], [-1.016, -1.393, 2.526], [-2.695, -0.515, -1.558], [0.843, -1.294, -4.885], [-1.408, -0.248, -1.299], [1.310, 1.749, -4.918], [-1.245, -0.484, 1.956], [-1.456, 3.191, 4.720], [1.927, 3.514, 6.850], [3.007, 0.743, -0.491], [1.462, 0.716, -5.210], [-0.799, -2.391, -2.556], [-1.150, 1.602, -2.770], [-0.070, -2.236, -6.601], [-0.074, 4.071, 4.049], [1.868, 1.075, 5.128], [1.160, -4.068, -4.605], [2.031, 1.501, -2.592], [-0.259, -0.309, -2.322], [-0.376, 3.145, 4.547], [1.296, 1.899, 3.302], [-0.746, 0.706, -4.199], [0.341, -3.369, -4.764], [0.003, -3.267, -6.267], [0.658, -2.006, -4.083], [-1.642, -5.100, 2.895], [1.804, -1.028, -1.957], [-3.405, -0.508, -0.742], [-0.513, 3.543, -3.564], [1.425, 3.814, 5.933], [-1.338, -1.348, -3.866], [0.697, 1.463, 0.561]], "forces_ev_per_angstrom": [[0.09, 0.00, -0.05], [0.05, 0.01, -0.17], [0.50, 0.02, 0.04], [0.00, 0.02, -0.01], [-0.01, -0.02, -0.03], [0.03, 0.02, 0.01], [-0.23, -0.02, 0.04], [0.00, 0.05, 0.05], [0.10, 0.00, 0.00], [0.04, 0.18, 0.10], [-0.33, 0.25, -0.82], [0.90, -0.16, 0.44], [-0.03, 0.00, 0.02], [-0.15, -0.09, -0.13], [0.10, 0.03, 0.01], [-0.02, 0.00, 0.02], [0.10, 0.10, 0.16], [0.46, 0.01, 0.46], [0.12, 0.03, -0.11], [-0.04, -0.02, -0.02], [0.04, 0.04, 0.02], [0.55, 0.26, -0.09], [-0.15, -0.22, 0.05], [0.00, 0.00, 0.02], [0.04, 0.02, 0.03], [-0.01, 0.01, -0.04], [0.03, 0.01, -0.04], [0.10, 0.25, -0.19], [0.01, 0.01, 0.02], [0.22, -0.19, 0.06], [0.01, 0.03, 0.02], [-0.02, 0.00, -0.01], [-0.02, 0.02, -0.02], [0.27, 0.19, -0.02], [0.20, -0.17, -0.03], [-0.03, 0.02, -0.02], [-0.44, 0.00, 0.00], [-0.01, -0.02, 0.06], [-0.50, 0.46, 0.08], [0.16, 0.14, -0.17], [-0.01, -0.06, 0.05], [-0.03, -0.12, 0.07], [0.04, 0.05, -0.09], [0.01, 0.02, -0.05], [-0.10, 0.15, -0.13], [0.02, -0.08, -0.06], [0.00, 0.05, 0.02], [1.03, 0.35, 0.37], [0.13, 0.27, 0.15], [-0.65, -0.23, -0.58], [-0.45, 0.18, 0.14], [-0.01, -0.04, -0.05], [0.00, 0.01, -0.03], [-0.04, 0.00, 0.02], [-0.41, -0.19, 0.25], [0.26, -0.02, 0.01], [0.03, -0.09, 0.07], [-0.02, 0.07, 0.00], [0.00, 0.07, -0.11], [0.02, 0.00, -0.02], [-0.02, -0.02, 0.01], [0.10, 0.04, -0.07], [-0.48, -0.48, -0.06], [-0.65, 0.12, 0.07], [-0.11, -0.06, 0.15], [0.04, -0.01, 0.04], [-0.04, -0.11, -0.02], [-0.28, 0.38, 0.05], [0.02, -0.66, 0.43], [-0.09, -0.82, -0.37], [-0.04, -0.01, -0.01], [0.00, -0.05, -0.12], [-0.19, 0.09, -0.14], [-0.09, 0.01, 0.05], [-0.03, -0.01, 0.03], [-0.22, -0.10, 0.13], [0.07, 0.01, 0.08]]}

---

No. 2
{"formula": "CH2Cl2S2", "method": "ωB97M-V with the def2-TZVPD basis set", "de_lowest_kj_mol": 244.34, "largest_force_ev_per_a": 3.82, "elements": ["S", "H", "Cl", "C", "H", "Cl", "S"], "xyz": [[1.700, 0.286, -1.156], [2.348, -0.647, -0.652], [-2.474, 0.819, 0.039], [-1.348, -0.384, 0.507], [-1.178, -0.390, 1.550], [-0.506, -1.184, -0.612], [1.458, 1.501, 0.323]], "forces_ev_per_angstrom": [[-0.76, 2.93, -2.32], [1.83, -2.65, 1.50], [-0.02, -0.15, -0.16], [-1.04, 1.64, 0.28], [0.51, -0.45, 0.68], [-0.27, -1.61, -0.62], [-0.26, 0.30, 0.63]]}

---

No. 3
{"formula": "C6H15N2O5", "method": "ωB97M-V with the def2-TZVPD basis set", "charge": 1, "de_lowest_kj_mol": 15.42, "largest_force_ev_per_a": 4.12, "smiles": "N[C@@]1(O)O[C@@H](CO)[C@H](O)[C@@H](O)[C@@H]1[NH3+]", "elements": ["H", "H", "C", "H", "O", "N", "O", "H", "N", "O", "H", "H", "O", "H", "H", "O", "H", "H", "C", "C", "C", "H", "H", "H", "C", "H", "H", "C"], "xyz": [[1.397, 3.118, -0.520], [0.432, 2.289, 1.475], [0.694, 1.133, 0.031], [1.258, 2.093, -1.690], [0.593, 1.284, 1.351], [2.775, -0.108, 0.478], [-3.591, 0.765, 0.592], [1.250, -3.210, 0.037], [1.451, 2.163, -0.657], [-0.594, 1.132, -0.586], [3.345, -0.882, 0.572], [-3.784, 1.703, 0.591], [-1.536, -2.232, 0.460], [-2.798, 0.819, -1.405], [2.647, 0.291, 1.462], [1.470, -2.358, -0.340], [3.399, 0.555, 0.036], [0.611, -1.518, 1.310], [-2.841, 0.262, -0.427], [-0.820, -1.239, -0.305], [-1.399, 0.144, 0.014], [-0.818, -1.494, -1.334], [-1.282, 0.060, 1.185], [1.615, -0.346, -1.382], [1.478, -0.136, -0.300], [-3.148, -0.745, -0.671], [-2.359, -1.795, 0.799], [0.607, -1.377, 0.170]], "forces_ev_per_angstrom": [[-0.74, 2.18, 1.42], [0.17, -2.38, 0.26], [0.51, 1.66, -3.74], [0.33, -0.30, 1.45], [0.35, 3.09, 2.07], [-1.09, 3.42, 0.93], [-1.55, 0.19, 1.18], [-0.14, -0.48, -0.02], [0.80, -2.08, -2.47], [0.60, -0.29, 0.83], [0.68, -3.07, -0.09], [0.18, 0.15, -0.46], [-0.87, 1.01, -0.18], [-0.48, -0.19, 0.93], [-0.37, -0.60, -1.47], [-0.39, -1.13, -0.49], [0.03, 0.76, -0.39], [-0.29, 0.71, -1.36], [1.70, 0.45, -1.50], [-0.11, -1.21, 1.23], [1.03, -2.04, 1.73], [-0.40, -0.20, -1.36], [-0.73, 1.15, -1.99], [0.39, 0.71, 0.78], [-2.34, -2.01, 1.39], [-0.68, -0.22, -0.06], [0.93, -0.84, -0.32], [2.49, 1.57, 1.67]]}

---

No. 4
{"formula": "C3H12O2S", "method": "ωB97M-V with the def2-TZVPD basis set", "de_lowest_kj_mol": 81.55, "largest_force_ev_per_a": 1.83, "smiles": "CCSC.O.O", "elements": ["H", "H", "H", "H", "H", "H", "H", "S", "C", "O", "H", "H", "O", "H", "C", "H", "C", "H"], "xyz": [[-0.417, 1.327, 4.160], [-1.092, 2.738, 3.996], [1.305, -1.960, -1.136], [-0.708, -0.977, 0.309], [0.767, -2.966, -2.544], [2.602, 1.290, 2.615], [-0.733, 0.716, 0.811], [-0.025, -0.680, -2.645], [-0.410, 0.037, 0.002], [1.857, 1.183, 3.233], [-0.399, -2.523, -1.236], [-2.021, -0.245, -1.433], [-1.082, 1.840, 3.696], [0.657, 0.065, -0.229], [0.468, -2.232, -1.810], [1.346, 0.594, 2.652], [-1.054, 0.234, -1.400], [-1.218, 1.258, -1.757]], "forces_ev_per_angstrom": [[0.21, 0.49, 0.23], [0.37, 0.50, 0.46], [-0.45, -0.65, -0.32], [0.43, 0.31, 0.13], [-0.07, -0.04, -0.16], [0.12, 0.43, 0.71], [0.21, 0.00, -0.59], [-0.04, 0.54, -0.65], [-0.60, -0.08, -0.76], [0.34, -0.62, -1.31], [-0.01, -0.65, 0.14], [-0.46, -0.04, 0.12], [-0.62, -0.98, -0.72], [0.08, 0.16, 0.84], [0.13, 1.65, 0.80], [-0.44, 0.16, 0.57], [0.21, -0.94, 0.40], [0.57, -0.22, 0.11]]}

---

No. 5
{"formula": "C42H74O4", "method": "ωB97M-V with the def2-TZVPD basis set", "de_lowest_kj_mol": 70.71, "largest_force_ev_per_a": 1.89, "smiles": "COCCCCCCCCCCCCC1=C(CCCCCCOC)C(=O)c2ccccc2C1=O.CCCCCC.CCCCCC", "elements": ["H", "H", "H", "H", "C", "C", "H", "H", "H", "H", "H", "O", "H", "H", "C", "H", "H", "H", "C", "H", "C", "C", "C", "H", "C", "H", "H", "H", "H", "H", "C", "C", "C", "H", "H", "C", "C", "C", "H", "C", "C", "C", "H", "H", "H", "H", "C", "H", "H", "H", "C", "H", "C", "C", "H", "H", "C", "C", "O", "C", "H", "O", "H", "H", "H", "O", "C", "C", "H", "H", "H", "H", "C", "H", "H", "C", "C", "H", "H", "H", "H", "H", "C", "H", "H", "H", "C", "C", "H", "H", "H", "H", "H", "C", "H", "H", "C", "H", "C", "H", "C", "H", "H", "H", "C", "C", "C", "H", "C", "H", "H", "H", "C", "H", "H", "H", "H", "H", "C", "H"], "xyz": [[-4.153, 1.605, -0.277], [-6.157, -2.675, 5.709], [8.103, -2.970, 2.398], [9.108, -1.541, -0.308], [-4.121, -4.321, -2.258], [8.873, -2.182, 2.433], [-6.539, -1.833, 7.206], [-3.743, -2.312, 2.754], [6.384, -3.795, -0.667], [10.425, -3.464, 1.722], [7.379, -0.370, 0.599], [-5.244, -5.499, 0.652], [-1.581, 10.289, 0.126], [-2.419, -4.618, -3.593], [5.907, -0.966, -2.793], [4.503, 0.151, -4.057], [3.810, -2.560, -2.811], [2.445, -1.231, -1.475], [-2.308, 10.366, 0.936], [0.837, -1.801, -3.426], [-1.533, 7.429, 0.165], [-6.675, -1.809, 6.124], [0.009, -0.030, -2.438], [-0.699, 8.136, 0.176], [-2.086, 1.391, -0.843], [-1.242, 4.140, 1.627], [-3.818, 9.136, 0.014], [2.959, -2.043, -4.257], [-3.643, 3.465, 1.344], [9.057, -4.289, -1.214], [-4.231, -4.548, 0.318], [-6.135, -0.502, 5.551], [-5.640, -1.420, 3.191], [-1.110, 6.462, 0.460], [7.999, -3.797, -3.023], [7.152, -3.237, -2.604], [2.482, -0.811, -2.486], [4.720, -0.895, -3.798], [0.535, 3.117, 0.342], [-5.573, -5.458, 2.023], [-2.860, 2.979, 0.772], [-1.276, -0.407, -2.569], [-6.643, 0.331, 6.046], [5.517, -1.298, -1.823], [10.435, -2.625, -0.677], [-2.656, -1.170, -3.964], [9.523, -2.529, -0.070], [5.077, -1.349, -4.737], [-2.447, -4.710, -0.836], [-4.014, 6.478, -0.827], [-3.129, 1.940, -0.140], [-6.069, -2.405, 3.400], [-3.507, -4.945, -0.977], [-2.057, 7.317, -1.264], [-5.216, -6.349, 2.565], [7.073, -2.151, -0.736], [-4.125, -1.495, 3.375], [7.213, -3.188, -1.052], [1.421, 1.660, -1.505], [-0.769, 1.790, -0.701], [1.265, -0.274, -4.159], [-3.545, -0.075, -1.976], [9.343, -2.265, 3.425], [-3.604, 0.069, 1.947], [-5.074, -0.403, 5.797], [8.359, -0.866, 2.354], [-3.402, -0.210, 2.983], [7.090, -1.838, -3.275], [8.365, -4.356, 0.405], [-1.045, -1.817, -4.235], [-3.495, -4.541, 1.138], [-4.839, -3.538, -1.982], [0.308, 1.149, -1.551], [-2.750, 5.278, -1.082], [-3.595, -6.036, -1.059], [7.159, -0.747, 1.610], [-3.261, 9.175, 0.954], [-3.323, 7.060, 1.310], [-4.687, -3.544, 0.275], [-7.742, -1.914, 5.917], [-3.877, -1.755, 4.408], [-3.435, 6.169, -2.463], [-2.563, 7.842, 1.217], [-2.323, -0.335, 3.096], [-2.438, 8.282, -1.610], [6.236, -3.769, -2.901], [-0.490, 2.788, 0.199], [-1.512, 3.360, 0.917], [-7.420, -0.414, 3.831], [-3.607, -3.400, -4.120], [8.055, -1.354, -3.054], [-3.708, 0.621, 3.622], [-6.661, -5.397, 2.171], [8.555, -3.687, -0.444], [10.765, -1.758, 1.495], [-1.220, 7.067, -1.921], [-1.756, -1.545, -3.455], [-4.003, 9.336, 1.742], [-3.059, -3.792, -3.253], [6.603, -1.691, 1.527], [-2.388, 0.288, -1.819], [-5.860, -1.216, 2.138], [6.303, 0.051, -2.670], [-5.146, -4.587, 2.544], [-2.191, -2.714, -2.553], [-6.348, -0.367, 4.044], [3.461, -1.669, -3.353], [-1.303, -3.208, -2.127], [-3.126, 6.247, -1.419], [-2.863, 11.295, 0.790], [6.507, -0.010, 2.094], [-2.063, 7.890, 2.190], [1.105, -0.768, -3.185], [-2.764, -2.360, -1.688], [7.066, -1.981, -4.363], [-1.764, 10.445, 1.879], [-6.025, 0.631, 3.732], [-4.680, -5.104, -2.789], [9.969, -2.513, 1.405], [2.910, 0.192, -2.467]], "forces_ev_per_angstrom": [[0.26, -0.12, -0.17], [-0.04, -0.01, -0.01], [-0.20, 0.43, -0.07], [-0.07, -0.26, -0.03], [0.49, -0.72, -0.35], [0.95, -0.48, 0.26], [-0.03, -0.05, -0.01], [-0.01, -0.03, 0.05], [0.13, 0.25, 0.09], [-0.18, 0.07, -0.28], [-0.14, -0.16, 0.13], [0.20, 0.23, 0.01], [0.02, 0.01, 0.03], [-0.22, 0.11, -0.05], [-0.04, 0.57, -0.62], [-0.21, -0.23, 0.20], [-0.22, 0.13, -0.07], [-0.25, 0.29, -0.08], [-0.12, 0.01, -0.09], [-0.33, 0.23, 0.24], [0.17, 0.14, 0.04], [0.12, 0.07, 0.08], [-0.41, -0.23, 0.24], [0.00, -0.01, 0.04], [0.09, -1.25, -1.14], [-0.21, -0.09, -0.10], [0.01, -0.04, 0.00], [-0.06, 0.11, 0.24], [0.10, -0.12, -0.09], [-0.14, -0.09, 0.31], [0.32, -0.34, 0.33], [-0.14, -0.04, -0.01], [-0.04, -0.10, 0.03], [0.01, 0.00, -0.03], [-0.16, 0.07, 0.15], [-0.57, 0.36, -0.21], [0.67, -0.47, -0.94], [0.47, -0.56, -0.30], [-0.15, -0.06, -0.07], [-0.32, 0.06, 0.70], [1.02, -0.65, -0.68], [-0.21, 0.03, -0.26], [0.05, 0.02, 0.00], [0.25, 0.10, -0.12], [-0.20, 0.10, 0.09], [0.19, -0.14, 0.08], [0.37, -0.48, 0.35], [-0.13, 0.14, 0.16], [-0.18, 0.08, -0.27], [-0.02, -0.01, -0.03], [-0.58, 1.35, 1.19], [-0.02, 0.02, 0.00], [-0.77, 0.05, 0.07], [0.06, -0.09, 0.02], [0.01, 0.10, -0.33], [-0.21, -0.24, 0.08], [0.00, 0.03, -0.20], [0.39, -0.39, -0.25], [-0.74, -0.51, -0.21], [-0.21, -0.84, -0.72], [-0.08, -0.06, 0.21], [0.68, 0.24, -0.06], [-0.17, 0.06, -0.18], [-0.03, -0.04, 0.00], [0.00, 0.01, -0.03], [-0.48, -0.54, -0.15], [0.03, -0.07, 0.20], [0.42, -0.63, 0.65], [0.10, 0.27, -0.05], [0.02, -0.08, 0.26], [-0.11, 0.06, -0.13], [0.26, 0.02, -0.17], [0.96, 0.82, 0.25], [-0.02, -0.03, -0.09], [0.22, 0.16, 0.16], [-0.07, 0.50, -0.24], [0.07, 0.05, 0.12], [0.01, 0.00, -0.01], [0.19, -0.12, -0.16], [0.01, -0.03, -0.03], [-0.03, -0.01, 0.00], [-0.03, -0.13, 0.04], [-0.09, -0.10, -0.04], [0.00, 0.08, -0.04], [0.00, 0.00, 0.03], [0.24, -0.05, 0.02], [0.84, 0.23, 0.10], [-0.91, 0.63, 0.79], [0.00, 0.00, 0.02], [0.34, 0.09, 0.09], [-0.30, 0.11, -0.04], [0.04, 0.04, -0.04], [0.19, -0.07, -0.25], [-0.10, 0.45, -0.54], [-0.20, -0.13, 0.12], [0.02, 0.06, 0.02], [-0.74, 0.58, 0.59], [-0.03, -0.03, -0.04], [-0.27, 0.25, 0.71], [0.21, 0.10, 0.08], [-0.69, -0.20, 0.10], [0.02, -0.01, 0.00], [-0.21, -0.19, 0.22], [-0.04, -0.11, -0.28], [0.11, -0.70, -0.33], [0.06, 0.09, -0.03], [0.19, 0.25, 0.00], [-0.08, 0.22, -0.13], [-0.13, 0.10, -0.03], [0.05, 0.02, 0.01], [0.19, -0.13, 0.02], [-0.01, 0.02, 0.00], [0.77, 0.59, 0.36], [0.16, 0.27, -0.29], [-0.09, 0.16, 0.17], [0.03, -0.01, -0.02], [0.00, -0.01, -0.02], [-0.11, 0.24, 0.23], [-0.04, 0.53, -0.01], [-0.25, -0.16, 0.42]]}

---

No. 6
{"formula": "C2HCl4O4", "method": "ωB97M-V with the def2-TZVPD basis set", "multiplicity": 2, "de_lowest_kj_mol": 0.00, "largest_force_ev_per_a": 3.79, "elements": ["Cl", "C", "O", "H", "O", "Cl", "O", "C", "Cl", "O", "Cl"], "xyz": [[-0.491, 0.789, 2.256], [-0.491, 1.151, 0.490], [-0.705, -1.107, -0.006], [0.096, 2.897, 0.519], [0.430, 2.063, 0.102], [1.901, -0.464, 0.255], [0.238, -3.381, -1.121], [0.068, -0.225, -0.288], [-2.183, 1.530, -0.047], [0.779, -3.417, -0.001], [0.359, 0.162, -2.158]], "forces_ev_per_angstrom": [[-0.04, 0.33, -0.75], [0.44, -0.45, -0.42], [-1.63, -1.93, 0.32], [0.75, -0.40, -0.59], [-1.51, 1.17, 1.26], [-1.31, 0.13, 0.08], [1.50, -0.16, 3.01], [2.95, 1.87, -1.47], [1.08, -0.23, 0.25], [-1.42, -0.13, -3.05], [-0.81, -0.20, 1.36]]}

---

| no. | E (eV) |
| --- | --- |
| 1 | -36352.0333 |
| 2 | -47781.7706 |
| 3 | -19674.9324 |
| 4 | -18235.2372 |
| 5 | -52943.2156 |
| 6 | -60363.1371 |